Entry 1:
A cluster of 2 separate species, C6H15NO in total at a distorted geometry, computed with ωB97M-V/def2-TZVPD.

Properties
Charge = 0
E_LUMO = 0.819 eV
Electronic energy = -10002.9562 eV
ΔE to the lowest compared entry with this formula, charge and spin = 77.3 kJ/mol
Gap between HOMO and LUMO = 10.6 eV
Max |F| = 1.5 eV/Å

Last column: Mulliken charge in e.
Positions of all 23 atoms, in Å:
C 1.9031 0.3951 1.7054  -0.35
C 2.5659 1.3809 0.7353  -1.05
C 0.3500 0.4771 1.5424  -0.85
H 2.1139 -0.6620 1.5445  0.29
H 2.1309 0.5676 2.7551  0.32
H 3.6045 1.6271 0.9332  0.35
H 0.0079 1.2882 2.1823  0.38
H 0.0039 0.6949 0.5362  0.13
H 1.9215 2.2628 0.7475  0.30
H 2.4284 0.9660 -0.2645  0.24
H 0.0113 -0.5026 1.8349  0.24
C -1.8852 -0.1829 -1.7040  -0.30
C -0.5374 -0.5252 -2.3072  -1.18
C -2.2203 -0.6110 -0.2898  0.37
O -3.0536 -0.0396 0.3825  -0.66
N -1.5255 -1.6717 0.2075  -0.35
H -2.1221 0.8819 -1.6052  0.30
H -2.6634 -0.4754 -2.4156  0.41
H -0.1020 0.2984 -2.8627  0.33
H -1.7669 -1.9147 1.1506  0.27
H -0.8274 -2.1688 -0.3092  0.20
H -0.5585 -1.3914 -2.9639  0.34
H 0.2210 -0.6949 -1.5353  0.28

Atoms 1-3, force components in eV/Å:
-1.063 -0.045 -0.451
-0.862 -0.585 0.183
1.373 0.304 0.647

Entry 2:
A structure of composition C29H34ClN9O7SeTl at a distorted geometry, computed with ωB97M-V/def2-TZVPD.

Properties
Charge = +1
E_LUMO = -4.232 eV
Electronic energy = -140920.4777 eV
ΔE to the lowest compared entry with this formula, charge and spin = 556.1 kJ/mol
Gap between HOMO and LUMO = 7.6 eV
Max |F| = 12.5 eV/Å

Last column: Mulliken charge in e.
Positions of all 82 atoms, in Å:
Tl -0.7360 1.6103 1.1758  2.69
C -1.9925 5.1668 2.5239  -1.24
C -2.1522 3.9004 3.2841  0.18
N -1.7869 2.6881 2.8975  -0.23
C -2.1027 1.8052 3.9068  0.16
C -2.6638 2.5019 4.9330  0.27
N -2.6821 3.8075 4.5160  -0.03
C -3.1944 2.1950 6.2955  0.51
O -3.1659 0.9409 6.6869  -0.53
O -3.6157 3.1099 6.9571  -0.59
C -1.7845 0.3558 3.7757  0.43
O -2.0316 -0.4018 4.7049  -0.89
O -1.2340 -0.0035 2.6657  -0.39
H -1.9141 4.9491 1.4607  0.16
H -1.0924 5.6914 2.8496  0.24
H -2.8443 5.8240 2.6918  0.47
H -3.0640 4.5502 5.0881  0.24
H -2.7484 0.3496 5.9969  0.42
N 1.0383 1.9052 -0.5882  -0.25
N 0.5192 2.9042 -1.4211  -0.28
C -0.7117 3.5245 -1.2038  0.25
O -1.1214 4.3027 -2.0278  -0.69
O -1.3389 3.2200 -0.0861  -0.62
H 1.9225 2.2190 -0.1894  0.19
H 1.2275 1.0617 -1.1313  -0.13
H 0.9598 3.0795 -2.3109  0.15
Se 1.6684 0.2093 3.5430  0.32
N 1.2169 1.5682 2.4544  -0.40
C 2.0164 2.5904 2.7269  1.09
C 1.9579 3.8757 2.1016  -0.13
C 2.8580 4.8109 2.4890  -1.06
C 3.8547 4.5480 3.4917  -0.68
C 3.9426 3.3479 4.1055  -0.69
C 3.0151 2.3210 3.7334  0.36
N 2.9958 1.1042 4.2481  -0.75
H 1.2073 4.0897 1.3484  0.57
H 2.8298 5.7922 2.0331  0.49
H 4.5478 5.3359 3.7528  0.42
H 4.6873 3.1397 4.8606  0.49
C -1.9343 -4.3500 -4.7147  -1.68
C -0.9245 -4.7027 -3.6113  1.27
C 0.3669 -5.1732 -4.2919  -1.78
C -1.4924 -5.8836 -2.8096  -1.70
C -0.6545 -3.4668 -2.6947  1.86
O -0.4741 -2.2801 -3.4567  -0.70
C 0.5054 -3.6589 -1.7068  -0.47
C 1.9186 -3.2896 -2.1616  -1.72
C 2.1605 -1.8056 -2.0072  0.63
C 2.1851 -0.9220 -3.0797  -0.20
C 2.3863 0.4395 -2.8939  -1.04
C 2.5997 0.9213 -1.6124  0.61
Cl 2.8267 2.6274 -1.3504  -0.37
C 2.6407 0.0582 -0.5287  -0.33
C 2.4072 -1.2931 -0.7338  -0.52
C -1.9003 -3.1739 -1.8526  -1.82
N -1.8239 -1.7928 -1.3871  1.15
C -1.2747 -1.3041 -0.2889  -0.41
N -1.4294 0.0096 -0.2814  -0.33
C -2.1339 0.2742 -1.4239  -0.62
N -2.3854 -0.8001 -2.1206  -0.96
H -2.0049 -5.1877 -5.4094  0.48
H -1.6393 -3.4688 -5.2826  0.32
H -2.9387 -4.1731 -4.3286  0.39
H 0.1229 -5.9623 -5.0030  0.55
H 1.0813 -5.5890 -3.5783  0.30
H 0.8604 -4.3791 -4.8610  0.32
H -1.5217 -6.7664 -3.4492  0.47
H -2.5137 -5.7023 -2.4716  0.39
H -0.8802 -6.1372 -1.9423  0.31
H 0.0958 -2.4691 -4.2095  0.64
H 0.4813 -4.6932 -1.3584  0.61
H 0.3229 -3.0354 -0.8266  -0.25
H 2.1472 -3.6295 -3.1731  0.59
H 2.6172 -3.8123 -1.5045  0.34
H 2.0474 -1.2938 -4.0877  0.47
H 2.3815 1.1189 -3.7353  0.47
H 2.8791 0.4414 0.4562  0.68
H 2.4465 -1.9701 0.1129  0.48
H -1.9755 -3.8510 -1.0043  0.29
H -2.8078 -3.2371 -2.4437  0.44
H -0.8141 -1.8914 0.4874  0.68
H -2.4449 1.2638 -1.7197  0.63

Atoms 1-3, force components in eV/Å:
0.322 -0.069 -0.504
-0.004 -0.037 0.003
-0.025 0.010 0.039

Entry 3:
The molecule C4H7N3O at a distorted geometry, computed with ωB97M-V/def2-TZVPD.

Properties
Charge = 0
E_LUMO = 0.797 eV
Electronic energy = -10776.4316 eV
ΔE to the lowest compared entry with this formula, charge and spin = 319.9 kJ/mol
Gap between HOMO and LUMO = 8.0 eV
Max |F| = 5.4 eV/Å

Last column: Mulliken charge in e.
Positions of all 15 atoms, in Å:
C -0.3280 -0.9926 -0.9931  0.68
C -0.2047 0.4865 -1.2148  -0.70
C 0.0375 1.0249 0.0455  -0.10
C -0.0589 -1.2651 0.2966  -0.67
H -1.2802 -1.3530 -2.6466  0.27
H -0.6750 -2.6946 -2.0369  0.23
H -0.3719 0.8658 -2.1599  0.45
H 1.1759 2.6371 0.3167  0.20
H -0.3810 2.9339 0.8726  0.24
H 0.4169 1.0536 2.3273  0.39
H -0.0316 -2.1479 0.9552  0.37
N -0.4889 -1.7160 -2.1716  -0.59
N 0.3492 2.1757 0.6434  -0.58
N 0.2698 -0.0966 0.8933  0.27
O 0.4453 0.0800 2.2514  -0.48

Atoms 1-3, force components in eV/Å:
0.519 3.416 -1.579
-0.358 -2.790 3.619
0.300 -4.304 -0.863

Entry 4:
A structure of composition C44H43N9O2V at a distorted geometry, computed with ωB97M-V/def2-TZVPD.

Properties
Charge = +3
E_LUMO (spin up / spin down) = -11.251 / -11.291 eV
Electronic energy = -89493.1699 eV
ΔE to the lowest compared entry with this formula, charge and spin = 43.3 kJ/mol
Gap between HOMO and LUMO (spin up / spin down) = 4.4 / 4.4 eV
Max |F| = 1.3 eV/Å

Last column: Mulliken charge in e.
Positions of all 99 atoms, in Å:
V -1.4359 1.0085 0.4599  -0.25
C 1.7925 -4.1381 -3.6780  -0.95
N 0.6883 -3.6382 -2.8367  0.81
C 0.0223 -2.4871 -2.9022  -0.35
N -0.8315 -2.3990 -1.8848  -0.29
C -0.6217 -3.5752 -1.2221  -0.56
N 0.2924 -4.3391 -1.7597  -0.86
C 3.0480 -4.2479 -2.8447  0.44
C 3.6186 -5.4625 -2.4959  -0.81
C 4.7013 -5.4995 -1.6227  -0.80
C 5.1849 -4.3379 -1.0428  -0.64
C 4.6174 -3.1165 -1.3948  -0.26
C 3.5842 -3.0803 -2.3242  -0.03
C 4.9233 -1.8484 -0.7208  1.02
N 4.9078 -0.6606 -1.2195  -0.39
N 4.8581 0.2261 -0.1452  -0.45
C 4.8868 -0.4958 0.9181  0.95
O 4.9365 -1.8251 0.6406  -0.27
C 4.6213 -0.0915 2.3048  -0.22
C 4.9851 -0.9034 3.3767  -0.52
C 4.5625 -0.5817 4.6563  -0.91
C 3.7449 0.5217 4.8674  -0.92
C 3.3828 1.3378 3.8019  0.57
C 2.4914 2.5361 4.0333  -0.98
N 1.3544 2.5560 3.0814  0.82
C 0.4439 1.6336 2.8501  -0.63
N -0.3275 2.0323 1.8249  0.11
C 0.2023 3.2610 1.4795  -0.53
N 1.2166 3.5891 2.2152  -1.03
C 3.8476 1.0470 2.5234  -0.03
H 1.9139 -3.4169 -4.4865  0.29
H 1.4868 -5.0893 -4.1071  0.47
H 0.1669 -1.7662 -3.6912  0.45
H -1.1661 -3.8852 -0.3430  0.60
H 3.2180 -6.3868 -2.8929  0.44
H 5.1501 -6.4501 -1.3700  0.43
H 5.9932 -4.3818 -0.3248  0.54
H 3.1678 -2.1243 -2.6154  0.54
H 5.5942 -1.7823 3.2098  0.57
H 4.8618 -1.1986 5.4928  0.45
H 3.4057 0.7532 5.8701  0.47
H 2.9991 3.4828 3.8575  0.34
H 2.0891 2.5462 5.0449  0.44
H 0.3546 0.7085 3.3963  0.78
H -0.1812 3.8854 0.6879  0.65
H 3.5889 1.6744 1.6761  0.69
N -1.9595 -0.8851 0.0805  -0.34
C -0.9686 -1.1875 1.0698  -0.08
C -1.3268 -1.7752 2.2912  -0.92
C -0.3310 -2.1426 3.1732  -0.91
C 1.0092 -1.9220 2.8388  -0.75
C 1.3544 -1.2801 1.6630  0.03
C 0.3784 -0.8771 0.7498  0.62
C 0.7267 -0.0765 -0.4447  0.12
C 1.9134 -0.2318 -1.1321  -0.09
C 2.2228 0.6155 -2.1913  -0.70
C 1.3226 1.5901 -2.6389  -1.65
C 0.0998 1.7393 -2.0164  -0.01
C -0.1587 0.9293 -0.9061  1.79
H -2.8997 -1.1976 0.3266  0.40
H -1.6734 -1.3070 -0.8674  0.23
H -2.3661 -1.9955 2.5067  0.58
H -0.5870 -2.6269 4.1061  0.51
H 1.7930 -2.2332 3.5181  0.54
H 2.3923 -1.0695 1.4542  0.66
H 2.5994 -1.0144 -0.8435  0.90
H 3.1903 0.5035 -2.6680  0.70
H 1.5886 2.2299 -3.4702  0.51
H -0.6124 2.4818 -2.3473  0.67
C -4.6438 4.8151 1.5064  -1.42
C -4.6635 3.2926 1.7026  0.52
C -3.4272 2.8535 2.4731  -1.47
C -4.9447 2.6168 0.3729  0.16
C -6.2759 2.6047 -0.0380  -0.83
C -6.6689 2.0410 -1.2380  -1.41
C -5.7335 1.4809 -2.1012  -0.67
C -4.3889 1.4693 -1.7799  0.64
C -3.3515 1.0116 -2.7825  2.65
C -3.8208 -0.1409 -3.6681  -1.86
C -2.9487 2.2182 -3.6429  -1.66
C -4.0481 2.0270 -0.5291  0.39
O -2.7104 1.8629 -0.1414  -0.12
H -4.5344 5.3156 2.4681  0.41
H -5.5619 5.1711 1.0424  0.45
H -3.8083 5.1126 0.8679  0.31
H -5.5292 3.0443 2.3210  0.58
H -2.5169 3.2401 2.0184  0.15
H -3.3610 1.7615 2.5843  0.16
H -3.4695 3.2655 3.4813  0.53
H -7.0199 3.0406 0.6169  0.54
H -7.7157 2.0418 -1.5116  0.45
H -6.0633 1.0663 -3.0429  0.42
H -2.4662 0.6599 -2.2424  -1.42
H -4.5984 0.1755 -4.3627  0.49
H -4.2070 -0.9797 -3.0871  0.40
H -2.9877 -0.5013 -4.2718  0.41
H -3.8056 2.5587 -4.2253  0.41
H -2.1581 1.9486 -4.3452  0.41
H -2.6204 3.0690 -3.0410  0.40

Atoms 1-3, force components in eV/Å:
1.028 -0.192 -0.701
0.019 0.066 -0.003
0.010 0.047 0.008

Q: The highest electronic energy belongs to which entry?
A: C6H15NO